[1]
2
Properties=species:S:1:pos:R:3:mulliken_spin:R:1 method="wB97M-V/def2-TZVPD" multiplicity=2 total_charge=+1 energy_ev=-12090.427 gap_ev="9.9 / 6.6" homo_ha="-0.588 / -0.576"
Ag -0.219 0.706 0.880 0.04
I 0.219 -0.706 -0.880 0.96

***

[2]
47
Properties=species:S:1:pos:R:3:mulliken_spin:R:1 method="wB97M-V/def2-TZVPD" multiplicity=2 total_charge=-2 energy_ev=-187697.868 gap_ev="7.7 / 2.8" homo_ha="-0.171 / -0.171"
Ag -0.556 1.926 2.619 0.40
Pb -2.677 -2.014 -0.053 0.00
Pb -3.940 1.619 1.280 0.00
Pb 1.499 -0.222 -1.228 -0.01
Pb 2.489 -3.776 -3.294 0.00
Pb 4.322 -0.943 2.331 0.00
Pb -0.927 4.467 -0.497 -0.01
S 1.471 -0.552 2.335 0.00
O 0.615 -1.132 1.282 0.01
O 2.254 -1.580 3.062 0.02
O 2.706 0.266 1.659 0.00
O 0.685 0.235 3.377 0.09
S 1.674 3.416 0.269 -0.02
O 0.215 2.797 0.283 0.21
O 2.234 3.334 1.549 0.00
O 2.376 2.672 -0.833 0.03
O 1.287 4.765 -0.266 0.01
S 1.702 -1.148 -4.642 0.00
O 0.816 -2.232 -4.952 0.00
O 1.089 -0.245 -3.485 0.00
O 3.056 -1.823 -4.136 0.00
O 1.990 -0.321 -5.781 0.00
S -2.741 4.558 2.330 -0.01
O -2.334 3.045 2.009 0.16
O -2.444 4.857 3.703 0.01
O -1.945 5.409 1.377 0.00
O -4.136 4.515 1.904 0.05
S -0.292 -3.707 -1.692 0.00
O -1.475 -3.355 -2.423 0.00
O 0.212 -5.031 -2.047 0.00
O 0.814 -2.782 -2.071 0.00
O -0.685 -3.411 -0.323 0.00
S -3.753 -1.049 2.887 0.00
O -3.344 -1.750 4.111 0.00
O -4.612 0.118 3.175 0.00
O -2.606 -0.362 2.027 0.03
O -4.281 -1.981 1.869 0.01
S -2.285 0.894 -1.257 0.01
O -2.167 1.121 -2.666 0.00
O -2.087 2.153 -0.422 0.00
O -3.503 0.274 -0.803 0.00
O -1.261 -0.169 -0.868 0.00
S 4.112 -2.614 -0.351 0.00
O 4.442 -3.908 -0.999 0.00
O 5.385 -1.791 0.088 0.00
O 3.259 -1.793 -1.326 0.00
O 3.346 -2.747 0.889 0.00

***

[3]
16
Properties=species:S:1:pos:R:3:lowdin_charge:R:1 method="wB97M-V/def2-TZVPD" multiplicity=1 total_charge=0 energy_ev=-8804.147 gap_ev=3.7 homo_ha=-0.381
Al 0.712 0.314 0.542 1.37
B -2.199 -1.042 0.260 -0.28
H -2.954 -0.318 -0.002 -0.04
H -1.752 -1.280 -0.693 -0.01
H -1.634 -0.727 1.123 -0.08
H -2.741 -1.949 0.480 0.07
B -1.484 1.374 -1.689 -0.29
H -1.025 2.260 -1.278 -0.01
H -0.931 0.484 -1.433 -0.15
H -2.479 1.248 -1.291 0.06
H -1.614 1.557 -2.744 -0.03
B 3.596 -0.386 1.345 -0.36
H 3.918 0.271 2.137 -0.05
H 2.742 -0.976 1.641 -0.10
H 3.398 0.192 0.455 -0.09
H 4.446 -1.021 1.147 -0.01

***

The lowest multiplicity belongs to which entry?
AlB3H12